DFT (ωB97M-V/def2-TZVPD) results for a cluster of 2 separate species, C12H22F2NO2 in total.

ORCA input file:
```
! RIJCOSX wB97M-V def2-TZVPD def2/J DEFGRID3
* xyz 1 1
O -0.6018 -1.9139 2.5476
H 0.0867 -3.5707 -0.3304
H -3.2707 3.6636 -0.0200
O -0.2155 3.4258 0.4168
H -2.5088 4.6930 -1.2230
H 2.4201 -3.5973 -2.0788
H -2.2733 5.1922 1.8927
H -0.5062 5.4188 1.9148
C 2.2801 -0.8634 2.1554
C 1.6861 -0.2592 1.3046
F -0.8738 0.6668 -1.0348
H -0.2498 -2.0067 -1.7078
H -1.9481 -1.1955 -0.2906
H 2.8171 -1.3909 2.9088
H 0.4191 1.3262 0.7515
C 0.4092 -1.1456 -1.6185
C 0.9448 0.4829 0.2968
C -0.8657 -2.3221 1.2128
H -1.8402 -2.8274 1.1860
C -2.3466 3.8297 -0.5762
C -1.1329 -1.0292 0.4175
H 2.1800 -1.8590 -0.5848
H -0.9327 -2.5810 3.1600
H 1.2774 -2.8959 -3.2219
C 1.8706 -1.5700 -1.5884
H -1.5124 6.2099 0.6773
H 0.2528 -0.4986 -2.4844
H -1.4499 -0.2608 1.1249
C -1.2152 4.1135 0.3784
H 1.1797 -2.9814 0.9543
C -1.3793 5.3084 1.2775
H 2.9727 -2.3644 -3.2274
H -2.1204 2.9602 -1.1880
H 1.6058 0.8934 -0.4653
F 2.6118 -0.4428 -1.9077
C 0.1708 -3.3294 0.7317
N -0.0953 -0.3364 -0.4377
H 0.0109 -4.2685 1.2675
C 2.1430 -2.6744 -2.5911
*
```

E in hartree: -875.000950
Molar mass in g mol⁻¹: 250.31
Frontier orbital gap in eV: 9.87
E_HOMO in eV: -12.4
Largest force on an atom in eV Å⁻¹: 0.70